Formula: C26H18BrNO6ReTe
Source: the Open Molecules 2025 dataset
Level of theory: the ωB97M-V functional and the def2-TZVPD basis

The geometry in XYZ format:
```
54
C26H18BrNO6ReTe the ωB97M-V functional and the def2-TZVPD basis
Re -0.09 -0.33 1.21
O -1.13 -0.18 2.93
C -0.80 -0.24 4.14
C 0.53 -0.15 4.62
C 0.80 -0.22 6.00
C 2.10 -0.16 6.43
C 3.17 -0.01 5.54
C 2.93 0.08 4.19
C 1.61 -0.01 3.69
O 1.39 0.05 2.41
N 2.38 -0.23 7.88
O 3.53 -0.20 8.20
O 1.42 -0.30 8.60
H -1.61 -0.35 4.87
H -0.01 -0.32 6.71
H 4.17 0.01 5.94
H 3.74 0.22 3.49
Br 4.68 -2.44 -2.04
C 2.89 -2.55 -2.69
C 2.64 -3.07 -3.95
C 1.33 -3.14 -4.41
C 0.29 -2.72 -3.60
C 0.55 -2.21 -2.33
C 1.86 -2.11 -1.87
C -0.61 -1.79 -1.50
O -1.76 -2.02 -1.75
O -0.28 -1.08 -0.43
H 3.46 -3.41 -4.57
H 1.12 -3.53 -5.39
H -0.74 -2.78 -3.93
H 2.09 -1.70 -0.89
Te -1.41 1.83 0.26
C -0.21 2.47 -1.39
C 0.39 1.56 -2.26
C 1.01 2.04 -3.40
C 1.02 3.40 -3.67
C 0.44 4.30 -2.79
C -0.17 3.84 -1.64
C -2.97 0.91 -0.88
C -4.15 0.63 -0.18
C -5.18 -0.01 -0.85
C -5.02 -0.38 -2.17
C -3.87 -0.06 -2.86
C -2.83 0.60 -2.22
H 0.38 0.50 -2.04
H 1.48 1.35 -4.08
H 1.49 3.76 -4.58
H 0.45 5.36 -3.00
H -0.62 4.53 -0.93
H -4.26 0.91 0.86
H -6.10 -0.23 -0.32
H -5.81 -0.93 -2.67
H -3.76 -0.33 -3.90
H -1.94 0.86 -2.77
```

Properties
**ΔE to the lowest compared entry with this formula, charge and spin**: 0.0 kcal/mol
**Strongest force on any atom**: 0.0921 hartree/bohr
**Net charge**: +2
**HOMO energy (alpha / beta)**: -14.105 / -14.105 eV
**Multiplicity**: 2
**LUMO energy (alpha / beta)**: -9.21 / -8.88 eV
**Gap between HOMO and LUMO (alpha / beta)**: 4.892 / 5.230 eV
**<S²>**: 0.8147

---

Formula: C26H18Cl2N5O2SeTi
Source: the Open Molecules 2025 dataset
Level of theory: the ωB97M-V functional and the def2-TZVPD basis

The geometry in XYZ format:
```
55
C26H18Cl2N5O2SeTi the ωB97M-V functional and the def2-TZVPD basis
Ti -0.66 -0.22 -0.62
Cl 5.82 -2.30 -0.29
C 4.09 -2.26 -0.33
C 3.45 -1.03 -0.38
C 2.06 -0.99 -0.46
N 1.26 0.13 -0.50
C 1.74 1.39 -0.57
O 2.93 1.74 -0.60
C 0.65 2.40 -0.53
C 0.88 3.64 0.02
C -0.15 4.56 0.17
C -1.45 4.16 -0.20
C -1.65 2.93 -0.74
N -0.62 2.02 -0.99
C 1.33 -2.21 -0.47
C 1.99 -3.43 -0.38
C 3.38 -3.45 -0.31
Cl 4.20 -4.96 -0.17
N -0.04 -2.03 -0.55
C -0.95 -3.03 -0.64
O -0.75 -4.24 -0.57
C -2.30 -2.46 -0.85
C -3.41 -3.26 -1.02
C -4.65 -2.69 -1.26
C -4.72 -1.28 -1.29
C -3.58 -0.54 -1.10
N -2.37 -1.09 -0.88
H 4.01 -0.11 -0.37
H 1.88 3.85 0.35
H 0.03 5.55 0.58
H -2.30 4.80 -0.04
H -2.63 2.59 -1.05
H 1.44 -4.36 -0.37
H -3.27 -4.33 -0.97
H -5.53 -3.29 -1.39
H -5.65 -0.78 -1.47
H -3.62 0.54 -1.09
C -0.72 2.50 -3.48
C -0.65 1.44 -2.41
N -0.62 0.22 -2.53
H -1.64 3.08 -3.38
H -0.69 2.02 -4.45
H 0.13 3.17 -3.38
Se -1.57 0.54 1.65
C 0.03 0.33 2.69
C 0.37 1.25 3.67
C 1.51 1.03 4.44
C 2.32 -0.06 4.21
C 1.98 -0.97 3.22
C 0.83 -0.79 2.48
H -0.25 2.11 3.83
H 1.75 1.74 5.22
H 3.22 -0.21 4.79
H 2.61 -1.82 3.02
H 0.53 -1.53 1.74
```

Properties
**Strongest force on any atom**: 0.0913 hartree/bohr
**Net charge**: -1
**HOMO energy**: -2.417 eV
**LUMO energy**: 1.24 eV
**Gap between HOMO and LUMO**: 3.659 eV

---

Formula: C26H18Cl48NO
Source: the Open Molecules 2025 dataset
Level of theory: the ωB97M-V functional and the def2-TZVPD basis

The geometry in XYZ format:
```
94
C26H18Cl48NO the ωB97M-V functional and the def2-TZVPD basis
C 2.12 -2.75 2.74
C 1.98 -2.26 1.65
C 1.70 -1.49 0.40
N 0.35 -1.60 0.03
C 0.09 -0.57 -0.89
O -1.33 -0.34 -1.10
C -2.08 -0.79 -0.04
C -2.90 -1.91 -0.23
C -3.69 -2.36 0.82
C -4.62 -3.56 0.66
C -3.66 -1.74 2.06
C -2.84 -0.64 2.24
C -2.06 -0.15 1.20
C -1.18 1.10 1.38
C -1.44 1.74 2.76
C -1.69 2.15 0.35
H 2.18 -3.06 3.75
H 2.40 -1.90 -0.36
H 2.02 -0.43 0.58
H 0.59 0.36 -0.54
H 0.49 -0.86 -1.89
H -2.91 -2.42 -1.19
H -5.58 -3.26 1.09
H -4.82 -3.78 -0.38
H -4.26 -4.43 1.21
H -4.30 -2.12 2.84
H -2.83 -0.16 3.22
H -0.13 0.86 1.23
H -1.12 1.11 3.59
H -1.02 2.74 2.81
H -2.52 1.88 2.82
H -2.76 1.97 0.24
H -1.23 2.04 -0.63
H -1.61 3.17 0.74
C 5.95 -2.98 0.20
Cl 5.78 -3.36 -1.52
Cl 4.34 -2.85 0.93
Cl 6.86 -4.28 1.00
Cl 6.82 -1.45 0.38
C -4.12 1.14 -3.69
Cl -3.85 -0.18 -2.57
Cl -2.59 1.97 -4.02
Cl -4.81 0.49 -5.22
Cl -5.25 2.31 -2.99
C -8.92 1.57 -4.73
Cl -8.00 0.29 -3.94
Cl -9.74 2.55 -3.51
Cl -7.82 2.60 -5.66
Cl -10.11 0.86 -5.82
C -3.51 -0.23 6.75
Cl -3.63 -0.67 5.05
Cl -4.54 1.17 7.08
Cl -4.03 -1.59 7.76
Cl -1.84 0.17 7.15
C 6.79 -1.23 4.59
Cl 5.17 -1.81 4.21
Cl 6.75 -0.27 6.07
Cl 7.87 -2.62 4.82
Cl 7.38 -0.24 3.25
C 3.39 -6.72 -0.27
Cl 4.53 -6.88 -1.62
Cl 4.26 -6.23 1.18
Cl 2.17 -5.51 -0.65
Cl 2.60 -8.29 0.00
C -0.16 4.72 5.70
Cl 0.95 4.43 4.35
Cl 0.77 5.17 7.13
Cl -1.27 6.03 5.27
Cl -1.08 3.25 6.04
C 2.29 2.25 -2.73
Cl 2.48 2.54 -1.00
Cl 0.59 2.00 -3.12
Cl 2.91 3.65 -3.62
Cl 3.21 0.81 -3.18
C 9.49 -6.69 4.85
Cl 10.15 -5.39 5.86
Cl 8.82 -6.00 3.37
Cl 10.78 -7.83 4.45
Cl 8.21 -7.53 5.74
C -2.18 2.34 -8.62
Cl -2.98 1.58 -7.25
Cl -1.07 3.59 -8.04
Cl -1.28 1.14 -9.55
Cl -3.40 3.10 -9.67
C 6.20 3.36 1.31
Cl 6.92 4.64 2.29
Cl 5.46 4.06 -0.13
Cl 7.46 2.21 0.84
Cl 4.96 2.52 2.25
C -5.49 7.15 -9.98
Cl -6.51 6.96 -11.42
Cl -4.35 8.48 -10.25
Cl -6.51 7.52 -8.59
Cl -4.60 5.66 -9.68
```

Properties
**Strongest force on any atom**: 0.0307 hartree/bohr
**Net charge**: -1
**HOMO energy**: -2.936 eV
**LUMO energy**: 1.34 eV
**Gap between HOMO and LUMO**: 4.279 eV

---

Formula: C26H18Cl6N5O10P2V
Source: the Open Molecules 2025 dataset
Level of theory: the ωB97M-V functional and the def2-TZVPD basis

The geometry in XYZ format:
```
68
C26H18Cl6N5O10P2V the ωB97M-V functional and the def2-TZVPD basis
V 0.03 0.00 0.50
Cl 1.09 -0.16 7.18
C 0.55 0.45 5.60
C 1.09 -0.19 4.44
C 0.71 0.17 3.20
N 1.32 -0.17 1.97
C 2.28 -1.09 1.92
O 2.38 -2.02 2.68
C 3.24 -0.98 0.85
C 3.75 -2.16 0.29
C 4.38 -2.14 -0.94
C 4.64 -0.92 -1.53
C 4.15 0.22 -0.85
N 3.47 0.16 0.30
C -0.24 1.22 3.03
C -0.80 1.82 4.12
C -0.51 1.37 5.46
Cl -1.27 2.10 6.81
N -0.53 1.51 1.67
C -0.87 2.80 1.41
O -0.88 3.76 2.21
C -1.35 3.22 -0.06
C -0.58 4.17 -0.61
C -1.15 5.00 -1.56
C -2.44 4.81 -1.97
C -3.14 3.72 -1.40
N -2.65 2.95 -0.45
H 1.68 -1.08 4.67
H 3.33 -3.05 0.72
H 4.59 -3.03 -1.61
H 5.03 -0.78 -2.50
H 4.09 1.18 -1.38
H -1.57 2.62 4.12
H 0.43 4.29 -0.17
H -0.52 5.76 -1.98
H -2.95 5.44 -2.65
H -4.15 3.45 -1.78
N -2.48 -2.61 -1.13
C -1.42 -3.40 -0.41
C -1.81 -4.84 -0.45
P -1.16 -2.85 1.43
O 0.31 -3.34 1.63
O -2.17 -3.54 2.25
O -1.16 -1.32 1.37
P 0.04 -2.83 -1.42
O 1.05 -4.05 -1.62
O -0.45 -2.40 -2.78
O 0.71 -1.70 -0.53
H -2.40 -1.63 -0.88
H -3.35 -3.08 -0.82
H -2.15 -2.61 -2.16
H -2.56 -5.11 0.30
H -1.00 -5.49 -0.14
H -2.11 -5.23 -1.43
H 0.91 -2.77 2.18
H 1.76 -4.09 -0.97
Cl -2.27 1.78 -5.60
C -1.37 1.70 -4.16
C -0.15 2.28 -4.04
Cl 0.47 3.37 -5.20
C 0.63 2.14 -2.85
Cl 1.99 3.14 -2.53
C 0.20 1.32 -1.86
O 0.82 1.15 -0.68
C -1.05 0.69 -1.99
O -1.41 -0.02 -0.89
C -1.82 0.88 -3.10
Cl -3.24 0.05 -3.24
```

Properties
**ΔE to the lowest compared entry with this formula, charge and spin**: 24.9 kcal/mol
**Strongest force on any atom**: 0.0659 hartree/bohr
**Net charge**: -1
**HOMO energy (alpha / beta)**: -5.691 / -5.692 eV
**Multiplicity**: 2
**LUMO energy (alpha / beta)**: 1.17 / 1.91 eV
**Gap between HOMO and LUMO (alpha / beta)**: 6.857 / 7.603 eV
**<S²>**: 0.7694

---

Formula: C26H18F12IN3O3Re
Source: the Open Molecules 2025 dataset
Level of theory: the ωB97M-V functional and the def2-TZVPD basis

The geometry in XYZ format:
```
64
C26H18F12IN3O3Re the ωB97M-V functional and the def2-TZVPD basis
Re -1.21 1.77 0.03
C 5.64 1.92 -2.02
C 4.35 1.56 -1.39
C 4.27 1.07 -0.08
C 3.05 0.78 0.46
C 1.83 0.92 -0.29
N 0.67 0.54 0.28
C 0.81 -0.47 1.21
C 1.69 -1.54 0.89
C 1.89 -2.58 1.77
C 1.24 -2.60 3.00
C 1.42 -3.71 3.97
C 0.34 -1.54 3.31
C 0.09 -0.51 2.45
C -0.79 0.65 2.87
O -1.39 1.24 1.73
C 0.05 1.77 3.54
F 0.77 1.27 4.53
F -0.70 2.76 3.97
F 0.90 2.26 2.60
C -2.02 0.22 3.75
F -1.63 -0.07 4.98
F -2.58 -0.85 3.19
F -2.91 1.20 3.78
C 1.91 1.53 -1.60
C 3.14 1.79 -2.12
C 0.66 1.77 -2.42
O -0.42 2.08 -1.56
C 0.25 0.49 -3.21
F 1.20 0.14 -4.05
F 0.08 -0.51 -2.32
F -0.89 0.67 -3.84
C 0.75 3.03 -3.35
F 1.25 4.04 -2.64
F 1.53 2.80 -4.40
F -0.46 3.35 -3.77
H 6.49 1.63 -1.41
H 5.67 3.00 -2.19
H 5.72 1.45 -3.01
H 5.17 0.98 0.52
H 2.97 0.54 1.51
H 2.11 -1.58 -0.10
H 2.54 -3.40 1.49
H 2.35 -4.24 3.80
H 0.60 -4.42 3.86
H 1.39 -3.34 5.00
H -0.13 -1.55 4.29
H 3.24 2.17 -3.13
I -2.65 3.86 0.17
N -5.74 -2.83 -3.03
C -5.05 -2.88 -1.88
O -5.13 -3.74 -1.04
C -4.10 -1.73 -1.58
C -3.02 -2.04 -0.75
C -2.18 -1.04 -0.33
N -2.38 0.25 -0.67
C -3.43 0.56 -1.47
C -4.29 -0.40 -1.95
H -6.39 -3.58 -3.22
H -5.60 -2.13 -3.74
H -2.89 -3.06 -0.42
H -1.34 -1.26 0.32
H -3.56 1.61 -1.71
H -5.12 -0.09 -2.57
```

Properties
**Strongest force on any atom**: 0.0100 hartree/bohr
**Net charge**: +3
**HOMO energy (alpha / beta)**: -17.424 / -17.424 eV
**LUMO energy (alpha / beta)**: -12.49 / -12.49 eV
**Gap between HOMO and LUMO (alpha / beta)**: 4.929 / 4.936 eV

---

Formula: C26H18MnN5O4S3
Source: the Open Molecules 2025 dataset
Level of theory: the ωB97M-V functional and the def2-TZVPD basis

The geometry in XYZ format:
```
57
C26H18MnN5O4S3 the ωB97M-V functional and the def2-TZVPD basis
Mn -0.45 0.46 -0.33
O 0.43 -2.79 1.66
C -0.02 -1.74 1.30
N 0.57 -0.90 0.38
C 1.74 -1.39 -0.33
C 2.03 -0.42 -1.43
C 3.18 -0.47 -2.19
C 3.33 0.43 -3.24
C 2.32 1.33 -3.51
C 1.20 1.34 -2.71
N 1.07 0.49 -1.67
C -1.26 -1.12 1.86
C -1.95 -1.60 2.94
C -3.02 -0.86 3.41
C -3.34 0.35 2.80
C -2.61 0.77 1.71
N -1.59 0.03 1.25
H 1.54 -2.38 -0.75
H 2.59 -1.50 0.34
H 3.94 -1.21 -1.96
H 4.23 0.41 -3.84
H 2.38 2.03 -4.33
H 0.39 2.03 -2.86
H -1.64 -2.54 3.37
H -3.58 -1.20 4.27
H -4.16 0.96 3.16
H -2.83 1.69 1.18
S -0.61 3.84 -1.23
C -0.10 3.31 0.24
N 0.20 2.03 0.67
C 0.70 2.01 2.01
C 1.20 0.93 2.74
C 1.63 1.11 4.04
C 1.58 2.36 4.65
C 1.11 3.45 3.93
C 0.68 3.26 2.63
S 0.09 4.47 1.53
H 1.28 -0.04 2.29
H 2.03 0.26 4.59
H 1.93 2.49 5.66
H 1.08 4.43 4.38
O -2.08 1.25 -1.19
C -2.40 0.09 -1.61
N -1.45 -0.83 -1.48
S -2.05 -2.38 -1.72
O -2.19 -3.01 -0.44
O -1.33 -3.01 -2.77
C -3.62 -1.76 -2.28
C -4.69 -2.49 -2.76
C -5.84 -1.77 -3.09
C -5.90 -0.39 -2.93
C -4.82 0.33 -2.45
C -3.68 -0.38 -2.13
H -4.65 -3.56 -2.88
H -6.70 -2.30 -3.47
H -6.81 0.14 -3.20
H -4.85 1.41 -2.33
```

Properties
**Strongest force on any atom**: 0.0233 hartree/bohr
**Net charge**: +1
**HOMO energy (alpha / beta)**: -10.409 / -10.335 eV
**Multiplicity**: 4
**LUMO energy (alpha / beta)**: -4.73 / -4.76 eV
**Gap between HOMO and LUMO (alpha / beta)**: 5.683 / 5.571 eV
**<S²>**: 3.8301

---

Formula: C26H19BrClN3OSW
Source: the Open Molecules 2025 dataset
Level of theory: the ωB97M-V functional and the def2-TZVPD basis

The geometry in XYZ format:
```
53
C26H19BrClN3OSW the ωB97M-V functional and the def2-TZVPD basis
W 0.27 -0.21 -0.13
Br 5.98 4.38 -1.05
C 4.62 3.09 -1.15
C 4.90 1.82 -1.66
C 3.91 0.86 -1.75
C 2.63 1.15 -1.29
O 1.67 0.19 -1.39
C 2.33 2.42 -0.79
C 0.97 2.80 -0.51
N 0.04 1.93 -0.27
C -1.33 2.33 -0.29
C -1.83 3.56 0.03
C -3.21 3.82 -0.14
C -4.05 2.87 -0.63
C -3.56 1.58 -0.94
C -4.36 0.54 -1.45
C -3.81 -0.69 -1.71
C -2.46 -0.90 -1.42
N -1.67 0.06 -0.94
C -2.20 1.31 -0.74
C 3.34 3.40 -0.75
H 5.90 1.59 -2.00
H 4.13 -0.12 -2.16
H 0.71 3.85 -0.60
H -1.19 4.34 0.41
H -3.59 4.80 0.12
H -5.10 3.08 -0.78
H -5.41 0.72 -1.65
H -4.39 -1.51 -2.11
H -2.00 -1.87 -1.56
H 3.10 4.40 -0.39
Cl 2.30 -0.62 1.47
C 1.13 -1.69 2.27
C 1.51 -2.93 2.73
C 0.52 -3.73 3.28
C -0.80 -3.28 3.35
C -1.15 -2.03 2.88
C -0.17 -1.18 2.34
C -0.42 0.20 1.84
H 2.53 -3.27 2.65
H 0.77 -4.71 3.66
H -1.56 -3.91 3.80
H -2.17 -1.67 2.96
H 0.17 0.95 2.37
H -1.48 0.47 1.86
S 1.45 -4.36 -1.96
C 0.18 -4.59 -0.85
C -0.16 -3.41 -0.28
N 0.57 -2.32 -0.73
C 1.46 -2.71 -1.63
H -0.24 -5.56 -0.66
H -0.92 -3.26 0.47
H 2.13 -2.01 -2.12
```

Properties
**Strongest force on any atom**: 0.0047 hartree/bohr
**Net charge**: +2
**HOMO energy (alpha / beta)**: -13.494 / -13.671 eV
**LUMO energy (alpha / beta)**: -6.95 / -6.95 eV
**Gap between HOMO and LUMO (alpha / beta)**: 6.548 / 6.722 eV

---

Respective calculated total energy values: -120473.99125; -152309.28373; -631861.24902; -174590.90320; -80680.94944; -106716.28985; -129000.79547 eV.